1.
Here is a 2-piece molecular cluster, C3H13N2OS2 overall in a non-equilibrium geometry from the Open Molecules 2025 dataset. Energies are from the ωB97M-V functional and the def2-TZVPD basis.

Structure (XYZ):
```
21
C3H13N2OS2 the ωB97M-V functional and the def2-TZVPD basis
S 1.605 2.685 2.106
S 2.270 1.307 0.826
C 1.247 1.087 -0.750
C 0.624 -0.329 -0.798
C -0.512 -0.252 -1.857
N -1.816 -0.153 -1.159
N 0.105 -0.716 0.504
H 1.736 3.949 1.643
H 2.024 1.130 -1.502
H 0.540 1.909 -0.653
H 1.404 -0.971 -1.126
H -0.546 -1.142 -2.493
H -0.284 0.434 -2.677
H -2.460 -0.813 -1.574
H -2.186 0.756 -1.382
H 0.490 -0.160 1.275
H 0.037 -1.705 0.731
H -0.918 -0.533 0.491
H -1.321 -1.684 3.383
H -1.208 -2.836 2.413
O -0.833 -1.966 2.599
```

Summary:
spin multiplicity	1
E_HOMO	-12.31	eV
calculated total energy	-30013.42522	eV
Kohn-Sham gap	0.3465	Ha
energy above the lowest of the compared OMol25 structures with the same formula, charge and spin	1.157	eV
F_max	2.56	eV/Å
charge	+1

These are the Löwdin partial charges, in e, on atoms 1 to 2:
1. S 0.321
2. S 0.418

---

2.
Here is a 2-piece molecular cluster, C3H13N2Si overall in a non-equilibrium geometry from the Open Molecules 2025 dataset. Energies are from the ωB97M-V functional and the def2-TZVPD basis.

Structure (XYZ):
```
19
C3H13N2Si the ωB97M-V functional and the def2-TZVPD basis
C 0.245 -0.876 -1.393
C -1.458 -1.442 0.320
C 0.781 -0.574 0.957
N 0.689 2.595 -0.537
N 0.010 -1.383 0.010
Si 0.052 1.966 0.878
H 0.026 0.121 -1.534
H 1.392 -0.856 -1.701
H -0.293 -1.523 -2.107
H -1.875 -0.493 0.046
H -1.805 -2.152 -0.362
H -1.630 -1.707 1.367
H 0.347 -0.780 2.037
H 1.796 -0.689 0.852
H 1.697 2.527 -0.818
H 0.522 3.562 -0.822
H 0.280 -2.348 -0.073
H -1.352 1.846 0.531
H 0.576 2.206 2.350
```

Summary:
spin multiplicity	1
E_HOMO	-13.11	eV
calculated total energy	-14171.03388	eV
Kohn-Sham gap	0.3706	Ha
energy above the lowest of the compared OMol25 structures with the same formula, charge and spin	2.756	eV
F_max	5.90	eV/Å
charge	+1

These are the Löwdin partial charges, in e, on atoms 1 to 2:
1. C -0.021
2. C 0.011

---

3.
Here is a 2-piece molecular cluster, C3H13N3 overall in a non-equilibrium geometry from the Open Molecules 2025 dataset. Energies are from the ωB97M-V functional and the def2-TZVPD basis.

Structure (XYZ):
```
19
C3H13N3 the ωB97M-V functional and the def2-TZVPD basis
C -0.432 -0.989 -2.349
N -1.443 -0.422 -1.506
C -1.823 -1.350 -0.444
H -0.383 -0.367 -3.276
H 0.576 -0.808 -1.953
H -0.580 -2.050 -2.628
H -2.288 -0.142 -1.978
H -2.498 -2.127 -0.756
H -2.451 -0.828 0.342
H -1.038 -1.763 0.182
N 1.674 0.315 2.427
C 0.851 1.352 1.825
N 1.251 1.814 0.493
H 2.163 -0.156 1.681
H 2.223 0.598 3.222
H -0.145 0.901 1.775
H 0.722 2.280 2.410
H 1.816 2.653 0.483
H 1.805 1.088 0.049
```

Summary:
spin multiplicity	1
E_HOMO	-8.61	eV
calculated total energy	-7790.87834	eV
structure (SMILES)	CNC.NCN
Kohn-Sham gap	0.3570	Ha
energy above the lowest of the compared OMol25 structures with the same formula, charge and spin	1.146	eV
F_max	2.76	eV/Å

These are the Löwdin partial charges, in e, on atoms 1 to 2:
1. C -0.181
2. N -0.183

---

4.
Here is C3H13NO2 as an isolated structure in a non-equilibrium geometry from the Open Molecules 2025 dataset. Energies are from the ωB97M-V functional and the def2-TZVPD basis.

Structure (XYZ):
```
19
C3H13NO2 the ωB97M-V functional and the def2-TZVPD basis
C -1.248 1.261 1.417
C -0.707 0.280 0.254
C -0.685 -1.226 0.580
N -1.082 0.619 -1.114
H -1.981 2.004 0.886
H -1.767 0.733 2.321
H -0.398 1.755 1.954
H 0.465 0.511 0.420
H -1.661 -1.606 0.490
H 0.083 -1.897 -0.109
H -0.462 -1.318 1.670
H -2.099 0.690 -1.314
H -0.684 -0.035 -1.800
H 1.322 0.909 0.514
H 2.951 -1.237 0.012
O 2.102 -0.889 -0.086
H 1.985 -0.464 -1.165
H 2.187 -0.277 -2.809
O 1.680 0.189 -2.121
```

Summary:
spin multiplicity	1
E_HOMO	-8.37	eV
calculated total energy	-8900.72642	eV
Kohn-Sham gap	0.2370	Ha
energy above the lowest of the compared OMol25 structures with the same formula, charge and spin	6.699	eV
F_max	3.54	eV/Å

These are the Löwdin partial charges, in e, on atoms 1 to 2:
1. C -0.052
2. C -0.430

---

5.
Here is a 3-piece molecular cluster, C3H13NO2 overall in a non-equilibrium geometry from the Open Molecules 2025 dataset. Energies are from the ωB97M-V functional and the def2-TZVPD basis.

Structure (XYZ):
```
19
C3H13NO2 the ωB97M-V functional and the def2-TZVPD basis
C -0.926 0.765 -2.126
C -0.648 -0.085 -0.858
C 0.513 -1.047 -1.223
N -0.372 0.632 0.349
H -1.606 1.585 -1.941
H -0.071 1.293 -2.545
H -1.326 0.143 -2.913
H -1.604 -0.607 -0.705
H 0.336 -1.493 -2.205
H 1.495 -0.507 -1.069
H 0.680 -1.906 -0.532
H -1.198 1.033 0.801
H 0.299 1.410 0.286
H 3.003 1.099 2.150
H 3.636 1.292 3.510
O 2.849 1.511 3.003
H -2.156 -1.677 1.395
H -1.532 -1.489 2.730
O -1.372 -1.950 1.895
```

Summary:
⟨S²⟩	0.7546
spin multiplicity	2
E_HOMO (alpha / beta)	-14.49 / -14.49	eV
calculated total energy	-8897.57173	eV
Kohn-Sham gap (alpha / beta)	0.4020 / 0.2091	Ha
energy above the lowest of the compared OMol25 structures with the same formula, charge and spin	0.935	eV
F_max	3.15	eV/Å
charge	+1

These are the Löwdin partial charges, in e, on atoms 1 to 2:
1. C -0.012
2. C -0.415

---

6.
Here is a 3-piece molecular cluster, C3H13NO2S overall in a non-equilibrium geometry from the Open Molecules 2025 dataset. Energies are from the ωB97M-V functional and the def2-TZVPD basis.

Structure (XYZ):
```
20
C3H13NO2S the ωB97M-V functional and the def2-TZVPD basis
C 1.868 0.038 -1.382
N 0.973 -0.953 -0.858
C 0.192 -0.614 0.310
C -1.013 0.217 -0.065
S -2.692 -0.449 0.492
H 1.385 0.986 -1.656
H 2.687 0.393 -0.717
H 2.384 -0.297 -2.283
H 1.552 -1.777 -0.707
H 0.798 -0.101 1.078
H -0.091 -1.540 0.813
H -1.132 0.049 -1.139
H -0.972 1.286 0.089
H -2.184 -0.950 1.642
O 0.557 4.546 2.497
H 0.277 4.624 3.393
H -0.243 4.134 2.184
O -1.167 -3.331 -0.944
H -1.558 -2.463 -1.094
H -1.618 -3.798 -1.653
```

Summary:
spin multiplicity	1
E_HOMO	-8.89	eV
calculated total energy	-19741.24735	eV
structure (SMILES)	CNCCS.O.O
Kohn-Sham gap	0.3472	Ha
energy above the lowest of the compared OMol25 structures with the same formula, charge and spin	1.195	eV
F_max	2.09	eV/Å

These are the Löwdin partial charges, in e, on atoms 1 to 2:
1. C -0.157
2. N -0.141

---

7.
Here is a 3-piece molecular cluster, C3H13NO2S overall in a non-equilibrium geometry from the Open Molecules 2025 dataset. Energies are from the ωB97M-V functional and the def2-TZVPD basis.

Structure (XYZ):
```
20
C3H13NO2S the ωB97M-V functional and the def2-TZVPD basis
C 1.800 0.110 1.460
C 0.306 -0.093 1.154
N -0.172 1.089 0.441
C 0.129 -1.459 0.462
S -1.378 -1.586 -0.569
H 2.387 -0.524 0.799
H 2.131 -0.256 2.438
H 2.066 1.158 1.396
H -0.233 -0.154 2.097
H 0.534 1.424 -0.214
H -0.947 0.821 -0.159
H 0.903 -1.567 -0.287
H 0.288 -2.209 1.211
H -0.744 -1.926 -1.684
O -5.942 0.281 -1.185
H -5.908 0.273 -0.224
H -5.790 1.195 -1.440
O 3.640 1.248 -2.238
H 2.739 1.015 -2.004
H 4.192 1.160 -1.454
```

Summary:
spin multiplicity	1
E_HOMO	-9.43	eV
calculated total energy	-19741.66712	eV
structure (SMILES)	C[C@@H](N)CS.O.O
Kohn-Sham gap	0.3663	Ha
energy above the lowest of the compared OMol25 structures with the same formula, charge and spin	0.775	eV
F_max	1.47	eV/Å

These are the Löwdin partial charges, in e, on atoms 1 to 2:
1. C -0.069
2. C -0.518

---

8.
Here is a 3-piece molecular cluster, C3H13NO2S overall in a non-equilibrium geometry from the Open Molecules 2025 dataset. Energies are from the ωB97M-V functional and the def2-TZVPD basis.

Structure (XYZ):
```
20
C3H13NO2S the ωB97M-V functional and the def2-TZVPD basis
C -0.352 -1.636 -1.535
N 0.023 -0.382 -0.837
C -0.909 -0.200 0.293
C -0.515 0.904 1.317
S 0.747 2.014 0.610
H -0.474 -2.349 -0.700
H 0.494 -2.138 -2.004
H -1.215 -1.535 -2.174
H 0.945 -0.166 -0.494
H -1.866 -0.098 -0.205
H -1.131 -1.031 0.992
H -1.372 1.528 1.554
H -0.137 0.430 2.219
H 1.205 2.403 1.809
O -1.404 1.603 -2.677
H -0.626 2.023 -3.044
H -1.088 0.802 -2.259
O 2.642 -1.132 2.333
H 2.817 -0.537 3.073
H 2.215 -0.504 1.728
```

Summary:
spin multiplicity	1
E_HOMO	-9.21	eV
calculated total energy	-19741.07884	eV
structure (SMILES)	CNCCS.O.O
Kohn-Sham gap	0.3542	Ha
energy above the lowest of the compared OMol25 structures with the same formula, charge and spin	1.364	eV
F_max	3.20	eV/Å

These are the Löwdin partial charges, in e, on atoms 1 to 2:
1. C -0.102
2. N -0.174

---

9.
Here is a 4-piece molecular cluster, C3H13NO2S overall in a non-equilibrium geometry from the Open Molecules 2025 dataset. Energies are from the ωB97M-V functional and the def2-TZVPD basis.

Structure (XYZ):
```
20
C3H13NO2S the ωB97M-V functional and the def2-TZVPD basis
C 1.862 1.240 0.415
N 1.040 0.135 0.918
C -0.230 -0.207 0.269
C -1.057 -1.177 1.008
S -2.814 -0.605 0.671
H 1.389 2.215 0.389
H 2.840 1.170 0.885
H 2.095 0.997 -0.622
H 0.704 0.447 1.827
H -0.018 -0.264 -0.804
H -0.936 0.764 0.293
H -0.715 -1.214 2.046
H -1.110 -2.228 0.730
H -1.440 1.474 0.423
H -2.676 0.571 -1.133
H -3.119 1.115 -2.493
O -2.331 0.947 -1.977
H 1.804 -1.475 -0.329
H 2.184 -2.285 -1.565
O 2.527 -1.620 -0.951
```

Summary:
spin multiplicity	1
E_HOMO	-8.18	eV
calculated total energy	-19737.28336	eV
Kohn-Sham gap	0.2352	Ha
energy above the lowest of the compared OMol25 structures with the same formula, charge and spin	5.159	eV
F_max	5.15	eV/Å

These are the Löwdin partial charges, in e, on atoms 1 to 2:
1. C -0.093
2. N -0.105

---

10.
Here is a 3-piece molecular cluster, C3H13NO2S overall in a non-equilibrium geometry from the Open Molecules 2025 dataset. Energies are from the ωB97M-V functional and the def2-TZVPD basis.

Structure (XYZ):
```
20
C3H13NO2S the ωB97M-V functional and the def2-TZVPD basis
N -1.261 0.863 1.317
C -0.962 1.592 0.095
C -0.999 0.722 -1.165
C -0.051 1.195 -2.261
S 1.676 0.860 -1.741
H -2.117 0.917 1.849
H -0.624 0.906 2.103
H -1.737 2.360 -0.106
H 0.017 2.045 0.237
H -0.853 -0.340 -0.938
H -2.016 0.895 -1.552
H -0.074 2.275 -2.416
H -0.255 0.695 -3.207
H 1.366 -0.399 -1.410
O 1.855 -3.833 1.868
H 2.668 -4.271 1.568
H 1.922 -2.953 1.469
O 0.900 -1.221 1.489
H 0.398 -0.509 1.073
H 0.147 -1.799 1.726
```

Summary:
spin multiplicity	1
E_HOMO	-9.14	eV
calculated total energy	-19741.77368	eV
structure (SMILES)	NCCCS.O.O
Kohn-Sham gap	0.3666	Ha
energy above the lowest of the compared OMol25 structures with the same formula, charge and spin	0.669	eV
F_max	1.79	eV/Å

These are the Löwdin partial charges, in e, on atoms 1 to 2:
1. N -0.023
2. C -0.297

---

11.
Here is a 3-piece molecular cluster, C3H13NO3 overall in a non-equilibrium geometry from the Open Molecules 2025 dataset. Energies are from the ωB97M-V functional and the def2-TZVPD basis.

Structure (XYZ):
```
20
C3H13NO3 the ωB97M-V functional and the def2-TZVPD basis
C 2.024 0.974 -0.306
N 0.702 0.974 0.300
C 0.565 0.016 1.366
C -0.794 0.042 2.056
O -1.805 -0.596 1.274
H 1.910 1.378 -1.315
H 2.435 -0.037 -0.476
H 2.731 1.599 0.228
H -0.068 0.889 -0.338
H 0.717 -1.030 1.009
H 1.452 0.080 2.006
H -0.730 -0.444 3.027
H -1.094 1.088 2.191
H -1.793 -1.545 1.436
O -1.337 -1.518 -1.540
H -1.377 -1.266 -0.599
H -2.241 -1.267 -1.777
O -0.622 0.522 -2.987
H -0.896 -0.036 -2.223
H 0.220 0.176 -3.332
```

Summary:
spin multiplicity	1
E_HOMO	-8.81	eV
calculated total energy	-10953.73463	eV
structure (SMILES)	CNCCO.O.O
Kohn-Sham gap	0.3448	Ha
energy above the lowest of the compared OMol25 structures with the same formula, charge and spin	1.037	eV
F_max	1.48	eV/Å

These are the Löwdin partial charges, in e, on atoms 1 to 2:
1. C -0.133
2. N -0.117

---

12.
Here is a 3-piece molecular cluster, C3H13NO3 overall in a non-equilibrium geometry from the Open Molecules 2025 dataset. Energies are from the ωB97M-V functional and the def2-TZVPD basis.

Structure (XYZ):
```
20
C3H13NO3 the ωB97M-V functional and the def2-TZVPD basis
C -1.845 -1.227 -2.333
N -0.498 -0.943 -1.883
C -0.235 -1.508 -0.577
C 0.857 -0.704 0.226
O 1.429 0.265 -0.582
H -2.558 -0.736 -1.705
H -2.097 -2.294 -2.333
H -2.035 -0.813 -3.317
H 0.203 -1.327 -2.501
H -1.130 -1.418 0.048
H 0.104 -2.537 -0.602
H 0.468 -0.161 1.091
H 1.622 -1.376 0.593
H 0.742 0.603 -1.167
O 2.329 2.271 2.846
H 2.307 3.210 3.045
H 1.743 2.155 2.090
O -1.812 1.188 1.561
H -2.260 1.472 2.357
H -1.568 0.258 1.625
```

Summary:
spin multiplicity	1
E_HOMO	-9.37	eV
calculated total energy	-10953.48428	eV
structure (SMILES)	CNCCO.O.O
Kohn-Sham gap	0.3697	Ha
energy above the lowest of the compared OMol25 structures with the same formula, charge and spin	1.287	eV
F_max	1.80	eV/Å

These are the Löwdin partial charges, in e, on atoms 1 to 2:
1. C -0.130
2. N -0.133